Entry 1:
This record from OMol25 describes a 3-piece molecular cluster, C29H41IO10 overall. The level of theory is wB97M-V/def2-TZVPD.

Lowest unoccupied orbital energy, eV: -0.99
Net charge: 0
Highest occupied orbital energy, eV: -9.002
Kohn-Sham gap, eV: 8.0
SMILES: C[C@@H](O)COc1ccc2c(c1)C(=O)c1c(I)cccc1C2=O.COCCOCCOC.COCCOCCOC

```
81
C29H41IO10 wB97M-V/def2-TZVPD
C 7.856 4.287 3.589
C 8.449 4.827 2.285
O 8.448 3.860 1.232
C 7.752 6.074 1.748
O 6.365 6.196 2.041
C 5.479 5.307 1.518
C 5.682 4.619 0.320
C 4.698 3.779 -0.153
C 3.509 3.610 0.549
C 3.307 4.310 1.738
C 4.292 5.157 2.218
C 2.044 4.189 2.523
O 1.879 4.866 3.514
C 1.008 3.223 2.041
C -0.193 2.985 2.727
I -0.775 3.908 4.516
C -1.113 2.071 2.237
C -0.864 1.372 1.066
C 0.311 1.595 0.376
C 1.239 2.509 0.849
C 2.480 2.691 0.030
O 2.629 2.093 -1.020
H 8.507 4.501 4.433
H 7.752 3.204 3.519
H 6.868 4.687 3.799
H 9.486 5.124 2.476
H 8.806 3.036 1.573
H 8.200 6.951 2.211
H 7.934 6.151 0.674
H 6.606 4.724 -0.224
H 4.829 3.231 -1.075
H 4.130 5.703 3.136
H -2.031 1.911 2.784
H -1.599 0.661 0.717
H 0.518 1.062 -0.538
C -2.072 -5.529 -1.230
O -0.916 -4.888 -1.717
C -0.346 -5.530 -2.842
C 0.391 -4.541 -3.714
O -0.452 -3.706 -4.489
C -1.124 -2.640 -3.843
C -0.245 -1.467 -3.483
O 0.551 -1.764 -2.353
C 1.701 -0.953 -2.255
H -1.845 -6.514 -0.805
H -2.497 -4.899 -0.451
H -2.819 -5.650 -2.023
H -1.124 -6.023 -3.438
H 0.364 -6.297 -2.502
H 0.959 -5.114 -4.450
H 1.098 -3.960 -3.117
H -1.667 -2.987 -2.961
H -1.854 -2.290 -4.576
H -0.893 -0.606 -3.261
H 0.388 -1.205 -4.340
H 2.312 -1.003 -3.164
H 2.288 -1.325 -1.417
H 1.449 0.092 -2.070
C -8.824 -2.326 -1.228
O -7.836 -2.400 -0.227
C -7.604 -3.719 0.229
C -6.208 -3.876 0.785
O -5.188 -3.921 -0.198
C -4.805 -2.703 -0.816
C -4.032 -1.755 0.074
O -4.903 -1.126 0.994
C -4.272 -0.629 2.149
H -9.814 -2.592 -0.840
H -8.852 -1.298 -1.582
H -8.587 -2.985 -2.071
H -7.745 -4.436 -0.589
H -8.321 -3.961 1.026
H -6.169 -4.856 1.267
H -6.005 -3.119 1.544
H -5.666 -2.191 -1.250
H -4.141 -3.002 -1.631
H -3.556 -0.995 -0.565
H -3.242 -2.305 0.602
H -3.652 -1.394 2.630
H -5.061 -0.332 2.837
H -3.650 0.249 1.933
```

Entry 2:
This record from OMol25 describes the molecule C6H11N. The level of theory is wB97M-V/def2-TZVPD.

Lowest unoccupied orbital energy, eV: 0.92
Net charge: 0
Highest occupied orbital energy, eV: -8.238
Kohn-Sham gap, eV: 9.2
SMILES: CCN=C=C(C)C

```
18
C6H11N wB97M-V/def2-TZVPD
C 1.952 0.527 0.775
C 1.683 -0.769 0.040
C -0.988 0.197 0.018
C -1.939 -0.902 0.393
C -1.195 0.865 -1.320
C -0.260 0.871 0.887
N 0.728 1.371 1.421
H 2.484 1.189 0.074
H 2.780 -0.905 0.014
H 2.561 0.307 1.650
H 1.228 -1.583 0.621
H 1.330 -0.773 -1.002
H -1.681 -1.392 1.336
H -2.938 -0.463 0.498
H -2.006 -1.667 -0.390
H -2.164 1.376 -1.311
H -0.421 1.611 -1.527
H -1.209 0.144 -2.148
```

Entry 3:
This record from OMol25 describes an isolated ion of composition C6H13N2S2 and charge +1. The level of theory is wB97M-V/def2-TZVPD.

Lowest unoccupied orbital energy, eV: -3.05
Net charge: +1
Highest occupied orbital energy, eV: -12.432
Kohn-Sham gap, eV: 9.4
SMILES: CSN(C)C1=C[N@+]1(C)SC

```
23
C6H13N2S2 wB97M-V/def2-TZVPD
C -2.037 -0.035 -0.503
C -0.858 -0.388 -0.079
C 0.479 -2.469 -0.471
C -1.644 1.240 1.623
C 2.822 -0.335 1.203
C -0.338 1.638 -2.307
N 0.474 -1.103 0.157
N -1.285 0.970 0.266
S 1.125 -0.791 1.628
S -0.614 2.386 -0.713
H -3.045 -0.182 -0.814
H -0.171 -3.125 0.057
H 0.288 -2.349 -1.565
H 1.383 -3.065 -0.160
H -1.327 0.265 2.118
H -1.002 2.045 2.043
H -2.730 1.224 1.962
H 3.423 -0.534 2.104
H 2.881 0.743 1.000
H 3.212 -0.901 0.368
H -1.370 1.496 -2.809
H 0.344 0.722 -2.228
H -0.009 2.551 -2.880
```

Entry 4:
This record from OMol25 describes CH2CuMgO as an isolated structure. The level of theory is wB97M-V/def2-TZVPD.

Lowest unoccupied orbital energy (spin up / spin down), eV: -0.35 / -1.57
Net charge: 0
Multiplicity: 2
Highest occupied orbital energy (spin up / spin down), eV: -7.074 / -7.239
Kohn-Sham gap (spin up / spin down), eV: 6.7 / 5.7

```
6
CH2CuMgO wB97M-V/def2-TZVPD
C 0.167 -0.664 -0.290
O 0.797 0.395 -0.010
H -0.531 -0.972 0.540
Mg 1.481 -2.111 -1.404
Cu -0.155 2.271 0.717
H -1.759 1.081 0.447
```

Entry 5:
This record from OMol25 describes C18H21Br36F9O3S2 as an isolated structure. The level of theory is wB97M-V/def2-TZVPD.

Lowest unoccupied orbital energy, eV: -1.19
Net charge: 0
Highest occupied orbital energy, eV: -9.932
Kohn-Sham gap, eV: 8.7

```
89
C18H21Br36F9O3S2 wB97M-V/def2-TZVPD
O 0.319 3.285 3.567
S 0.714 2.032 2.849
O 2.081 2.359 1.879
O 1.253 0.915 3.975
C 1.289 -0.424 3.405
C -0.071 -0.870 2.698
C -1.378 -0.668 3.634
C -2.627 -0.931 2.675
C -4.047 -0.671 3.393
F -3.927 -0.470 4.778
F -4.729 -1.925 3.268
C -4.967 0.382 2.638
F -6.310 0.020 2.915
F -4.853 0.263 1.237
S -4.734 2.180 3.080
F -5.355 2.006 4.595
F -6.258 2.482 2.431
F -4.135 2.497 1.532
F -3.167 1.996 3.563
F -4.591 3.801 3.390
H 1.829 3.054 1.232
H 2.109 -0.455 2.610
H 1.595 -1.163 4.207
H -0.041 -1.998 2.481
H -0.231 -0.387 1.669
H -1.340 0.365 4.095
H -1.342 -1.491 4.411
H -2.562 -2.026 2.350
H -2.505 -0.310 1.734
C 4.694 -2.783 1.106
Br 5.570 -1.190 1.778
Br 2.820 -2.838 1.598
Br 4.937 -2.990 -0.806
H 5.175 -3.635 1.584
C -5.225 5.055 -0.383
Br -7.135 5.310 -0.597
Br -4.482 3.955 -1.796
Br -4.286 6.743 -0.214
H -5.079 4.515 0.550
C 0.353 -2.978 -1.672
Br 1.774 -3.105 -2.982
Br 0.400 -4.449 -0.410
Br 0.358 -1.257 -0.774
H -0.588 -3.055 -2.212
C -2.345 10.732 -0.503
Br -2.209 9.259 0.750
Br -2.631 12.425 0.399
Br -0.822 10.801 -1.700
H -3.224 10.547 -1.117
C -9.250 -2.521 2.835
Br -7.642 -3.601 2.882
Br -10.160 -2.660 1.129
Br -10.432 -2.923 4.317
H -8.940 -1.484 2.947
C -0.212 10.081 4.727
Br 1.089 8.884 3.932
Br -0.603 11.588 3.573
Br -1.825 9.143 5.255
H 0.235 10.481 5.634
C 3.402 -6.511 -5.513
Br 4.341 -5.380 -4.250
Br 1.583 -6.867 -4.945
Br 3.469 -5.792 -7.313
H 3.921 -7.466 -5.533
C 0.709 -10.550 -7.482
Br 1.283 -8.876 -8.274
Br 1.340 -10.741 -5.658
Br -1.211 -10.787 -7.609
H 1.167 -11.349 -8.061
C 7.273 0.009 -2.361
Br 5.853 -0.732 -3.454
Br 6.583 1.199 -0.997
Br 8.402 -1.376 -1.609
H 7.899 0.608 -3.018
C 6.980 -6.744 -0.550
Br 7.863 -5.153 0.119
Br 5.107 -6.794 -0.052
Br 7.224 -6.951 -2.462
H 7.459 -7.597 -0.074
C -2.777 -0.378 -3.360
Br -2.242 1.218 -2.396
Br -1.444 -0.916 -4.661
Br -3.235 -1.829 -2.156
H -3.679 -0.128 -3.912
C 8.093 3.695 -4.180
Br 6.184 3.411 -4.004
Br 8.921 4.101 -2.475
Br 8.964 2.207 -5.067
H 8.228 4.567 -4.815
```

Entry 6:
This record from OMol25 describes a 2-piece molecular cluster, C32H51Cl2N3O9 overall. The level of theory is wB97M-V/def2-TZVPD.

Lowest unoccupied orbital energy, eV: -1.61
Net charge: 0
Highest occupied orbital energy, eV: -5.195
Kohn-Sham gap, eV: 3.6

```
97
C32H51Cl2N3O9 wB97M-V/def2-TZVPD
C 4.875 2.716 2.670
O 3.913 3.014 3.740
C 3.400 1.720 4.211
C 1.782 1.788 4.189
C 1.310 2.408 2.764
C -0.145 1.854 2.293
C -0.250 1.726 0.660
C -0.375 0.149 0.321
C 1.033 -0.467 0.824
O 0.913 -1.131 2.131
N 2.103 -1.088 2.784
O 2.304 -2.083 3.398
N 1.682 -1.444 -0.070
C 1.723 -1.083 -1.501
O 3.003 -0.415 -1.798
C 1.710 -2.367 -2.453
C 3.137 -3.171 -2.362
C 2.827 -4.740 -2.048
O 2.326 -4.753 -0.663
C 0.589 0.046 -1.863
C 0.546 0.463 -3.394
C 1.096 2.085 -3.566
C -0.095 3.161 -4.037
O 1.076 2.630 -4.974
N -0.705 -0.202 -1.137
C -1.843 0.714 -1.578
O -2.934 0.781 -0.659
C -4.123 0.142 -1.087
C -4.885 0.313 -2.420
C -6.193 -0.398 -2.828
C -6.776 -0.088 -4.306
C -6.853 -1.373 -1.824
C -6.148 -1.557 -0.451
C -4.815 -0.825 -0.051
C -4.278 -1.117 1.418
C -5.322 -0.353 2.428
C -4.381 -2.694 1.837
C -1.229 -1.598 -1.104
Cl -1.394 -2.651 0.421
C -1.661 -2.376 -2.236
C -1.575 -1.891 -3.718
Cl -2.326 -4.093 -2.036
H 5.402 3.690 2.363
H 5.634 1.946 3.060
H 4.339 2.249 1.755
H 3.744 0.904 3.476
H 3.832 1.558 5.260
H 1.303 0.778 4.423
H 1.495 2.487 5.065
H 1.244 3.547 2.949
H 2.123 2.270 1.974
H -0.887 2.672 2.640
H -0.467 0.904 2.835
H -1.157 2.359 0.403
H 0.702 2.220 0.272
H -1.250 -0.099 1.034
H 1.796 0.393 0.979
H 2.567 -1.804 0.302
H 3.621 -0.519 -1.045
H 1.621 -2.104 -3.575
H 0.935 -3.170 -2.149
H 3.661 -3.104 -3.390
H 3.789 -2.822 -1.498
H 2.077 -5.191 -2.782
H 3.830 -5.283 -2.029
H 2.890 -5.344 -0.115
H 1.138 0.981 -1.440
H 1.289 -0.053 -4.085
H -0.458 0.562 -3.900
H 1.923 2.478 -2.790
H -1.076 2.659 -4.370
H -0.004 4.260 -3.767
H -2.263 0.457 -2.599
H -1.473 1.803 -1.727
H -4.417 1.031 -3.191
H -6.074 -0.556 -5.096
H -7.812 -0.542 -4.470
H -6.758 1.035 -4.499
H -7.809 -1.934 -2.101
H -6.658 -2.269 0.293
H -3.257 -0.672 1.662
H -4.805 0.080 3.350
H -5.755 0.533 1.820
H -6.233 -1.007 2.682
H -3.434 -2.951 2.446
H -5.295 -2.924 2.474
H -4.386 -3.354 0.903
H -2.126 -0.959 -4.048
H -2.036 -2.715 -4.393
H -0.463 -1.922 -4.042
C 6.947 3.784 5.596
C 8.212 3.523 4.781
O 9.051 4.455 4.771
O 8.253 2.397 4.217
H 6.967 4.773 6.060
H 6.071 3.725 4.945
H 6.853 3.034 6.386
```

Entry 7:
This record from OMol25 describes an isolated ion of composition C5H10N3 and charge +1. The level of theory is wB97M-V/def2-TZVPD.

Lowest unoccupied orbital energy, eV: -3.00
Net charge: +1
Highest occupied orbital energy, eV: -13.343
Kohn-Sham gap, eV: 10.3
SMILES: NCCc1c[nH]c[nH+]1

```
18
C5H10N3 wB97M-V/def2-TZVPD
C -1.745 1.042 -0.915
C -0.783 -0.081 -1.360
C 0.152 -0.694 -0.313
C 1.044 -1.721 -0.015
N 1.530 -1.474 1.282
C 0.962 -0.330 1.736
N 0.255 0.230 0.771
N -0.894 2.288 -0.845
H -2.221 0.954 0.117
H -2.719 1.289 -1.389
H -0.275 0.157 -2.390
H -1.390 -0.933 -1.819
H 1.452 -2.609 -0.504
H 1.891 -2.221 1.742
H 1.062 0.141 2.762
H -0.363 1.144 0.747
H -0.098 2.353 -1.539
H -1.362 3.117 -0.983
```

Entry 8:
This record from OMol25 describes the molecule C4H6N2O. The level of theory is wB97M-V/def2-TZVPD.

Lowest unoccupied orbital energy, eV: 0.93
Net charge: 0
Highest occupied orbital energy, eV: -9.884
Kohn-Sham gap, eV: 10.8
SMILES: O=C=NC[C@@H]1CN1

```
13
C4H6N2O wB97M-V/def2-TZVPD
O 1.496 2.754 0.797
C 0.481 2.183 0.649
N 1.131 -0.387 -0.231
C 0.392 -1.637 -0.102
C -0.279 -0.408 -0.585
C -1.160 0.428 0.330
N -0.649 1.767 0.504
H 1.723 -0.383 -1.056
H 0.232 -1.964 0.924
H 0.585 -2.438 -0.812
H -0.532 -0.366 -1.645
H -2.169 0.505 -0.085
H -1.253 -0.052 1.312
```

Max |F| readings, ordered: 0.3, 2.2, 6.0, 3.3, 4.1, 6.2, 5.3, 0.8 eV Å⁻¹
DFT total energy readings, ordered: -2179.60522, -289.88210, -1141.85697, -1954.89221, -95283.56957, -3010.96741, -360.50802, -340.73251 Eh
Molecular weight readings, ordered: 676.54, 97.16, 177.32, 117.88, 3397.02, 692.68, 112.16, 98.10 g mol⁻¹